Record 1
The following is a quantum chemistry calculation of a 16-piece molecular cluster, C52H128N8O24 overall at a distorted geometry, from the OMol25 dataset.

Properties
* energy: -117057.0369 eV
* HOMO-LUMO gap: 0.30826 hartree
* lowest unoccupied orbital energy: 0.2 eV
* F_max: 3.93 eV/A

Each line ends with the Mulliken charge.
Element x y z (Å)
C (0.5747, 5.5676, 0.0488)  -1.050
C (0.0437, 5.2630, -1.3556)  2.183
C (-0.6217, 6.4836, -1.9530)  -1.700
O (0.3255, 7.3643, -2.5087)  -0.432
C (-0.1588, 8.1019, -3.5632)  -0.730
N (1.1899, 4.7511, -2.1957)  0.379
H (0.8584, 4.2974, -3.1064)  0.231
H (1.8144, 5.4966, -2.3526)  0.553
H (1.7204, 4.0236, -1.7985)  -0.019
H (-0.1949, 6.1756, 0.4732)  0.513
H (1.5141, 6.0646, 0.1991)  0.441
H (0.5470, 4.6256, 0.6756)  -0.268
H (-0.7102, 4.4957, -1.2277)  -1.077
H (-1.2015, 6.9110, -1.2108)  0.698
H (-1.2754, 6.1905, -2.7775)  0.632
H (-1.0444, 8.6847, -3.1919)  0.298
H (-0.3258, 7.4423, -4.4641)  0.240
H (0.5533, 8.8933, -3.7978)  0.269
C (7.4305, -3.1356, 0.8358)  -1.790
C (6.0299, -2.5659, 0.5002)  1.146
C (5.9807, -1.4684, -0.5380)  0.039
O (6.8095, -0.4191, -0.2652)  -0.404
C (6.4723, 0.6428, -1.1440)  -0.442
N (5.0931, -3.6742, 0.2197)  -0.381
H (4.8906, -4.2770, 1.6392)  0.436
H (4.1669, -3.3194, 0.1722)  -0.066
H (5.2051, -4.3019, -0.6810)  0.306
H (7.8424, -3.6285, -0.0737)  0.343
H (7.3162, -3.8420, 1.6795)  0.407
H (8.0733, -2.4487, 1.1981)  0.472
H (5.5812, -2.1375, 1.3899)  -0.523
H (4.8987, -1.2148, -0.5283)  -0.131
H (6.2528, -1.9513, -1.5226)  0.380
H (6.7851, 0.4055, -2.1217)  0.396
H (7.1000, 1.4625, -0.7515)  0.231
H (5.4125, 0.9809, -1.0733)  -0.065
C (0.1932, -1.8318, 2.7045)  -1.426
C (0.3483, -1.7546, 1.1842)  1.580
C (-0.3737, -0.5653, 0.5793)  0.598
O (0.2876, 0.6001, 0.9681)  1.005
C (-0.4665, 1.8061, 0.8629)  1.331
N (1.8260, -1.7811, 0.7496)  3.271
H (2.2417, -0.8701, 0.6481)  -1.489
H (2.3045, -2.3035, 1.4923)  0.304
H (1.8214, -2.2140, -0.1775)  -0.597
H (0.0856, -0.8688, 3.2234)  0.075
H (1.1096, -2.2802, 3.1311)  0.101
H (-0.6730, -2.4638, 2.8919)  0.234
H (-0.0256, -2.7001, 0.7249)  -1.248
H (-1.3760, -0.6280, 0.8932)  0.518
H (-0.4670, -0.6797, -0.5135)  -0.717
H (-0.7990, 2.0975, -0.1717)  -0.637
H (0.2225, 2.5923, 1.1144)  -0.728
H (-1.2907, 1.8510, 1.5535)  -0.304
C (-1.3772, 4.0927, 4.9921)  -0.727
C (-2.3037, 2.9111, 5.2849)  -0.008
C (-2.3090, 1.9334, 4.1495)  1.395
O (-3.3939, 1.0501, 4.2889)  -0.601
C (-3.6299, 0.2902, 3.1322)  -0.394
N (-1.8839, 2.2985, 6.5966)  -0.654
H (-2.6376, 1.6925, 6.9249)  0.234
H (-0.2697, 1.4396, 6.7692)  0.544
H (-1.8997, 3.0296, 7.3243)  0.253
H (-0.3296, 3.7001, 4.9790)  -0.007
H (-1.4768, 4.8827, 5.7132)  0.537
H (-1.6678, 4.5103, 4.0324)  -0.085
H (-3.3439, 3.2479, 5.4056)  0.378
H (-1.3357, 1.3937, 3.8845)  -0.473
H (-2.5783, 2.5057, 3.2388)  -0.605
H (-2.7058, -0.0746, 2.6687)  0.065
H (-4.3282, 0.7205, 2.3979)  0.179
H (-4.1091, -0.6199, 3.4078)  0.393
C (4.5861, 3.6152, 1.7994)  -0.856
N (3.5713, 3.2330, 2.8785)  0.598
C (4.1323, 3.5825, 4.2370)  -0.722
C (2.2616, 3.9305, 2.5677)  0.190
C (3.1828, 1.7772, 2.8840)  1.170
C (4.1869, 0.6521, 2.7851)  -0.150
O (4.9436, 0.5473, 3.9232)  -0.611
H (5.4718, 3.1177, 1.9252)  0.517
H (4.6645, 4.7344, 1.8858)  0.351
H (4.1398, 3.4005, 0.8484)  0.054
H (3.3355, 3.5013, 4.9824)  0.157
H (4.4558, 4.5778, 4.0996)  0.390
H (4.9823, 2.9709, 4.4673)  0.304
H (1.4674, 3.6690, 3.2385)  -0.120
H (2.0755, 3.7923, 1.5003)  -0.474
H (2.3301, 5.0284, 2.8022)  0.507
H (2.5995, 1.7234, 1.9635)  -0.559
H (2.4565, 1.6216, 3.6985)  -0.130
H (4.7384, 0.8514, 1.9126)  0.349
H (3.5440, -0.2416, 2.5553)  -0.274
H (5.7460, -0.0171, 3.7392)  0.357
C (-0.3349, -2.0025, -3.1431)  1.107
N (0.0188, -2.4242, -4.5586)  0.853
C (0.4118, -3.8443, -4.4801)  -0.486
C (-1.2266, -2.1772, -5.3623)  -0.469
C (1.1959, -1.6871, -5.1105)  -0.720
C (1.0588, -0.2551, -5.4840)  0.323
O (0.3820, -0.2024, -6.7275)  -0.652
H (-0.8760, -2.9237, -2.6528)  -0.417
H (-0.9259, -1.0993, -3.1421)  -0.774
H (0.6014, -1.9291, -2.5945)  -0.289
H (0.7079, -4.2440, -5.4174)  0.441
H (-0.4935, -4.3610, -4.1080)  -0.111
H (1.2284, -3.8590, -3.7629)  0.250
H (-0.9242, -2.0441, -6.3769)  0.429
H (-1.6827, -1.2231, -5.0651)  0.064
H (-1.9717, -2.9877, -5.1876)  0.081
H (1.4500, -2.2955, -6.0006)  0.444
H (2.0959, -1.8244, -4.4512)  0.200
H (2.0429, 0.1743, -5.6079)  0.557
H (0.6876, 0.4008, -4.7175)  -0.296
H (0.0233, 0.6822, -6.8512)  0.487
C (-2.8391, -5.5676, 1.5268)  -0.850
N (-2.8908, -5.6920, 0.0466)  0.674
C (-2.1651, -6.9373, -0.4714)  -0.856
C (-4.3491, -5.7335, -0.3672)  -1.036
C (-2.0560, -4.4630, -0.5397)  0.794
C (-2.7418, -3.0764, -0.3141)  0.601
O (-2.5432, -2.4642, 0.9552)  -0.136
H (-1.8264, -5.5120, 1.8319)  0.281
H (-3.2450, -6.5698, 1.8563)  0.402
H (-3.3507, -4.6645, 1.7869)  0.262
H (-1.9284, -6.8153, -1.5408)  0.183
H (-2.6130, -7.8672, -0.2281)  0.453
H (-1.2105, -6.9445, 0.0358)  0.323
H (-4.9264, -5.0308, 0.2161)  0.281
H (-4.7170, -6.7398, -0.4312)  0.295
H (-4.2946, -5.3692, -1.3452)  0.462
H (-1.9273, -4.7524, -1.6329)  -0.723
H (-1.0960, -4.5270, 0.0544)  0.047
H (-3.7720, -3.1559, -0.6428)  1.087
H (-2.1086, -2.4581, -1.0623)  -1.389
H (-3.4699, -2.5576, 1.3650)  -0.017
C (-5.7674, 2.0423, -2.1225)  -0.892
N (-4.3446, 1.5733, -1.9194)  0.623
C (-3.9738, 1.9168, -0.5918)  -0.692
C (-4.1869, 0.1438, -2.1079)  -0.615
C (-3.5005, 2.2770, -2.9304)  -1.540
C (-2.0463, 1.8364, -2.9482)  1.923
O (-1.7780, 0.9436, -4.0111)  -0.461
H (-6.0632, 1.6250, -3.0922)  0.410
H (-5.8595, 3.1435, -1.9946)  0.249
H (-6.3310, 1.5401, -1.3694)  0.355
H (-3.0151, 1.5916, -0.3762)  0.242
H (-4.6012, 1.3272, 0.1125)  0.428
H (-4.1245, 2.9963, -0.4168)  0.209
H (-4.7578, -0.3295, -1.3094)  0.335
H (-3.1943, -0.1326, -1.7503)  -0.099
H (-4.4871, -0.2095, -3.0956)  0.421
H (-3.5919, 3.3371, -2.6964)  0.512
H (-4.0779, 2.1447, -3.8533)  0.427
H (-1.7987, 1.4197, -1.9788)  -1.098
H (-1.5493, 2.8466, -3.1187)  -0.358
H (-1.3717, 1.4006, -4.8095)  0.385
C (1.8291, -5.9165, -1.2919)  -1.333
C (1.6694, -4.5326, -0.7043)  1.127
O (1.1688, -4.4377, 0.4765)  -0.785
O (2.0601, -3.5461, -1.3837)  -0.785
H (2.0619, -6.5033, -0.3858)  0.467
H (2.7635, -5.9723, -1.9297)  0.278
H (0.8832, -6.2240, -1.8125)  0.035
C (3.8411, -4.1389, 4.7527)  -1.442
C (4.1945, -3.7060, 3.3516)  0.755
O (4.9504, -4.5368, 2.6657)  -0.626
O (3.7579, -2.6694, 2.7945)  -0.423
H (4.6723, -4.4751, 5.2963)  0.500
H (3.1824, -4.9756, 4.6769)  0.331
H (3.4929, -3.2235, 5.2489)  0.154
C (0.5087, 4.3738, -6.5015)  -1.483
C (0.1863, 3.3099, -5.4707)  0.692
O (0.5909, 3.3553, -4.2670)  -0.623
O (-0.4165, 2.3419, -6.0181)  -0.869
H (1.1174, 3.8819, -7.3026)  0.311
H (1.0713, 5.2099, -6.1319)  0.367
H (-0.3906, 4.7732, -6.9306)  0.358
C (-3.8865, -6.9032, -4.0739)  -1.202
C (-3.1694, -5.6115, -3.7039)  0.857
O (-3.5869, -4.5161, -4.1714)  -0.766
O (-2.0718, -5.8234, -3.0123)  -0.790
H (-4.9039, -6.7078, -4.4223)  0.296
H (-3.9254, -7.5310, -3.1623)  0.268
H (-3.2870, -7.4098, -4.8205)  0.347
C (-3.7250, 5.3164, 1.6877)  -1.309
C (-2.9411, 4.6535, 0.4819)  0.022
O (-2.0164, 3.8333, 0.8294)  0.426
O (-3.2713, 5.0053, -0.6569)  -0.691
H (-4.5787, 5.9824, 1.3274)  0.233
H (-2.8689, 5.7049, 2.2314)  0.299
H (-4.1112, 4.4117, 2.2380)  0.191
C (2.7282, 0.5918, 6.7378)  -0.793
C (1.5560, 1.4717, 6.5084)  0.772
O (1.6553, 2.6050, 6.0324)  -0.658
O (0.4779, 0.8275, 6.9762)  -0.491
H (2.6573, 0.3323, 7.8244)  0.424
H (3.6291, 1.1548, 6.4793)  0.210
H (2.7153, -0.3397, 6.0948)  0.002
C (1.5571, 0.5185, -1.5366)  0.203
C (2.3624, 1.3821, -0.5498)  -0.436
O (2.1711, 2.6358, -0.4393)  -0.466
O (3.2708, 0.7122, 0.0106)  -0.273
H (0.5622, 0.9815, -1.5523)  -0.858
H (1.7766, -0.5036, -1.2897)  -0.849
H (2.0498, 0.8018, -2.4605)  1.291
C (-6.9054, -1.5782, 2.5112)  -1.192
C (-5.6009, -1.6645, 1.6712)  0.467
O (-4.9574, -2.7258, 1.7094)  -0.706
O (-5.2984, -0.7737, 0.7997)  -0.494
H (-7.7263, -1.4814, 1.8179)  0.331
H (-6.8297, -0.6627, 3.1275)  0.255
H (-6.8908, -2.5053, 3.1336)  0.299

Atoms 1-3, force components in eV/Å:
C -1.1 -1.8 0.9
C 1.5 0.0 1.0
C 0.9 -1.4 -2.6

Record 2
The following is a quantum chemistry calculation of C3H2LuO3 as an isolated structure at a distorted geometry, from the OMol25 dataset.

Properties
* energy: -42881.3062 eV
* multiplicity: 2
* HOMO-LUMO gap (spin up / spin down): 0.22559 / 0.21705 hartree
* energy above the lowest of the compared OMol25 structures with the same formula, charge and spin: 379.8 kJ/mol
* ⟨S²⟩: 0.762
* total charge: +2
* lowest unoccupied orbital energy (spin up / spin down): -11.8 / -11.9 eV
* F_max: 4.27 eV/A

Each line ends with the Löwdin spin population.
Element x y z (Å)
O (-0.7862, -0.2193, 0.4315)  0.022
C (-0.4095, -1.5995, 0.2393)  0.050
C (0.9303, -1.7509, 0.1086)  0.684
O (1.8108, -0.8520, 0.0160)  0.166
Lu (1.1439, 1.0249, 0.3981)  0.069
H (-1.1802, -2.3401, 0.4226)  0.000
C (-1.7852, -0.0433, -0.4672)  0.004
O (-1.3953, 1.0204, -1.1557)  0.005
H (-2.1630, 1.5078, -1.4801)  0.000

Atoms 1-3, force components in eV/Å:
O 1.2 0.7 0.0
C 2.4 -2.4 0.8
C -3.9 -1.8 0.2